1.
Computed, not measured: a structure of composition C28H31Cl2F5N3O4PSTeV, with ωB97M-V/def2-TZVPD.

Values from the calculation:
Spin multiplicity: 2
Frontier orbital gap (spin up / spin down): 8.12 / 8.59 eV
Expectation value of S²: 0.7616
LUMO level (spin up / spin down): -0.1659 / 0.3000 eV
Highest occupied orbital energy (spin up / spin down): -8.29 / -8.29 eV
Total energy: -4922.32519 hartree
Energy relative to the best compared isomer or geometry (same formula, charge and spin): 0.0 kcal/mol

Geometry (Å):
V -0.2176 1.4047 -1.0599
N -0.8691 -0.4598 -1.9034
C -1.3791 -1.5635 -1.1204
C -2.7607 -1.7506 -1.0974
C -3.3169 -2.7944 -0.3795
C -2.5000 -3.6911 0.2929
C -1.1292 -3.5154 0.2525
C -0.5406 -2.4367 -0.4128
P 1.2776 -2.1663 -0.4151
C 1.8282 -3.8992 -0.6740
C 1.3512 -4.6062 -1.7778
C 1.8212 -5.8780 -2.0620
C 2.7871 -6.4622 -1.2535
C 3.2760 -5.7635 -0.1606
C 2.8005 -4.4911 0.1284
C 1.6805 -1.9552 1.3654
C 1.0367 -2.5627 2.4414
C 1.5190 -2.4080 3.7330
C 2.6565 -1.6478 3.9708
C 3.2999 -1.0281 2.9105
C 2.8102 -1.1743 1.6189
H -1.6142 -0.0789 -2.5001
H -0.0759 -0.7290 -2.4906
H -3.3912 -1.0891 -1.6721
H -4.3915 -2.9252 -0.3771
H -2.9260 -4.5327 0.8237
H -0.4866 -4.2429 0.7330
H 0.5997 -4.1625 -2.4215
H 1.4349 -6.4121 -2.9208
H 3.1569 -7.4546 -1.4766
H 4.0309 -6.2084 0.4752
H 3.1909 -3.9620 0.9885
H 0.1564 -3.1714 2.2810
H 1.0127 -2.8987 4.5559
H 3.0389 -1.5407 4.9784
H 4.1846 -0.4283 3.0835
H 3.3089 -0.6833 0.7943
C -1.8317 -0.2482 4.0192
N -0.9775 0.2849 2.9750
C 0.2644 0.8555 3.1424
C 0.6834 1.2235 1.9052
N -0.2913 0.8950 0.9927
C -1.2741 0.3369 1.6694
H -1.2093 -0.6420 4.8194
H -2.4333 -1.0580 3.6125
H -2.4871 0.5251 4.4180
H 0.7358 0.9202 4.1061
H 1.6065 1.6794 1.5947
H -2.2036 -0.0106 1.2488
Cl -5.1019 1.1849 0.4920
C -4.5604 2.2532 -0.8243
Cl -4.2872 3.9043 -0.2329
C -3.2795 1.6805 -1.4550
O -3.3526 1.3509 -2.6356
O -2.2799 1.6377 -0.6759
H -5.3545 2.2924 -1.5587
O -0.3000 3.3901 -0.5369
S 0.3630 4.3229 -1.5604
C -1.0134 5.1053 -2.4297
C -1.4663 6.2670 -1.5579
C -0.1765 6.9307 -1.0814
C 0.7117 5.8008 -0.5621
H -1.7435 4.3140 -2.5932
H -0.6237 5.4366 -3.3945
H -2.0349 5.8848 -0.7078
H -2.1065 6.9523 -2.1127
H -0.3482 7.6724 -0.3018
H 0.3100 7.4387 -1.9172
H 0.4323 5.4910 0.4454
H 1.7799 6.0036 -0.5953
F 1.9036 -0.1386 -3.4880
Te 2.7379 1.5250 -2.8702
F 3.7077 0.3490 -1.8023
F -0.4602 1.9672 -2.8021
F 3.7367 2.8607 -1.8575
F 4.1566 1.3531 -4.1116
O 1.4065 1.3772 -1.0281

Electronic structure analysis, Löwdin charges in units of e: 0.892, 0.041, -0.275, -0.027, -0.069, -0.076, -0.103, -0.310, 1.146, -0.369, -0.101, -0.085, -0.093, -0.084, -0.085, -0.382, -0.087, -0.091, -0.095, -0.081, -0.113, 0.094, 0.083, 0.109, 0.109, 0.105, 0.104, 0.107, 0.103, 0.100, 0.102, 0.098, 0.085, 0.102, 0.102, 0.107, 0.099, 0.001, -0.098, -0.047, -0.100, -0.013, -0.115, 0.089, 0.095, 0.095, 0.125, 0.120, 0.129, 0.591, -0.982, 0.614, -0.777, 0.034, -0.171, 0.061, -0.571, 1.022, -0.290, -0.230, -0.224, -0.280, 0.092, 0.106, 0.092, 0.119, 0.116, 0.115, 0.101, 0.094, -0.539, 1.941, -0.428, -0.432, -0.547, -0.491, -0.580

---

2.
Computed, not measured: the molecule C28H31N3O6S, with ωB97M-V/def2-TZVPD.

Values from the calculation:
Frontier orbital gap: 8.50 eV
LUMO level: 0.2849 eV
Highest occupied orbital energy: -8.22 eV
Total energy: -2099.50797 hartree
Energy relative to the best compared isomer or geometry (same formula, charge and spin): 1.6 kcal/mol

Geometry (Å):
C 4.8196 0.4322 -2.6615
H 4.1957 0.7907 -3.4860
O 4.4199 0.9878 -1.4316
C 3.1601 0.7394 -0.9854
C 2.8351 1.3364 0.2332
C 1.5890 1.1506 0.8050
C 0.6548 0.3342 0.1416
C 0.9764 -0.2343 -1.0753
C 2.2230 -0.0433 -1.6474
H 2.4436 -0.5088 -2.5936
H 0.2415 -0.8413 -1.5828
N -0.6441 0.1588 0.6888
C -0.9317 -0.5824 1.7767
O -2.0759 -0.6964 2.1910
C 0.2098 -1.2999 2.4876
N 1.2051 -1.8887 1.6328
C 2.5171 -1.5623 1.7309
O 2.9484 -0.8115 2.5877
C 3.3953 -2.1555 0.7157
C 4.7299 -1.8900 0.5753
C 5.3145 -2.5591 -0.5161
C 4.4204 -3.3261 -1.1955
S 2.8477 -3.2477 -0.5161
H 4.5885 -3.9426 -2.0568
H 6.3521 -2.4744 -0.7848
H 5.2542 -1.2282 1.2395
H 0.8982 -2.5298 0.9182
H -0.2487 -2.0580 3.1332
H 0.7304 -0.5717 3.1201
C -1.7050 0.9914 0.1074
C -1.1769 2.3847 -0.1182
C -0.4899 2.7297 -1.2744
C 0.0535 3.9952 -1.4086
C -0.0739 4.9227 -0.3895
C -0.7588 4.5844 0.7650
C -1.3076 3.3222 0.8985
H -1.8333 3.0566 1.8045
H -0.8633 5.3036 1.5643
H 0.3581 5.9074 -0.4946
H 0.5847 4.2549 -2.3125
H -0.3875 2.0153 -2.0749
H -2.5022 1.0230 0.8648
C -2.3257 0.3298 -1.1344
O -2.6091 0.9271 -2.1503
N -2.5349 -0.9923 -0.9613
H -2.4296 -1.3949 -0.0410
C -3.3081 -1.7895 -1.8812
H -3.5545 -1.1663 -2.7432
H -2.7127 -2.6491 -2.2057
C -4.5886 -2.3007 -1.2010
H -5.0946 -2.9884 -1.8936
C -5.5285 -1.1695 -0.7590
H -6.3256 -1.0023 -1.4796
H -4.9656 -0.2425 -0.6422
C -6.0389 -1.6566 0.5954
H -6.3201 -0.8453 1.2620
H -6.8924 -2.3226 0.4616
C -4.8347 -2.4405 1.1113
H -5.1025 -3.2434 1.8008
O -4.2456 -3.0411 -0.0346
H -4.1140 -1.7754 1.6056
O 1.1764 1.6890 1.9732
C 2.1203 2.3832 2.7580
H 2.9561 1.7279 3.0179
H 1.5883 2.6771 3.6612
H 2.4846 3.2772 2.2439
H 3.5917 1.9362 0.7087
H 4.7959 -0.6622 -2.6338
H 5.8446 0.7658 -2.8149

Electronic structure analysis, Löwdin charges in units of e: -0.081, 0.098, -0.075, -0.268, 0.079, -0.221, -0.178, -0.017, -0.032, 0.107, 0.126, 0.065, -0.407, 0.048, -0.046, 0.069, -0.510, 0.072, -0.427, -0.094, -0.179, -0.399, 1.055, 0.065, 0.108, 0.126, 0.110, 0.138, 0.135, -0.111, -0.168, -0.027, -0.065, -0.089, -0.083, -0.028, 0.120, 0.101, 0.099, 0.103, 0.113, 0.158, -0.440, 0.084, 0.088, 0.120, -0.110, 0.128, 0.124, -0.311, 0.147, -0.117, 0.117, 0.111, -0.146, 0.112, 0.113, -0.190, 0.122, -0.106, 0.097, -0.068, -0.057, 0.092, 0.099, 0.097, 0.128, 0.079, 0.096